# 1
The following is a DFT calculation (the ωB97M-V functional and the def2-TZVPD basis) of one molecule with the formula C4H5N3 at a distorted geometry.

The energy above the lowest of the compared OMol25 structures with the same formula, charge and spin comes out at 188.1 kJ/mol. For the HOMO-LUMO gap, the calculation gives 11.060 eV. The SMILES is CNC(C#N)C#N.

Geometry as XYZ:
```
12
Properties=species:S:1:pos:R:3:forces:R:3:mulliken_charge:R:1
C -1.614303 0.068086 0.189361 -0.2 0.0 0.1 -0.896
N -0.510123 -0.374903 -0.655232 0.0 0.1 -0.2 -0.368
C 0.738156 -0.294357 0.062069 0.0 -0.2 0.1 0.442
C 1.903048 -0.847673 -0.654893 0.7 -0.5 -0.5 -0.074
N 2.836731 -1.337828 -1.126641 -1.0 0.6 0.4 -0.375
C 1.068345 1.064882 0.596816 0.1 0.9 0.3 0.229
N 1.230933 2.140030 0.992293 -0.2 -1.2 -0.4 -0.395
H -1.648177 -0.562235 1.087704 0.0 0.1 -0.2 0.284
H -2.553295 -0.064648 -0.348128 0.1 0.0 0.0 0.330
H -1.531410 1.114663 0.523741 0.0 -0.2 -0.1 0.340
H -0.490599 0.077260 -1.560683 0.1 0.2 0.1 0.298
H 0.570691 -0.983278 0.893594 0.4 0.3 0.4 0.187
```
Forces are in eV/Å.

=====

# 2
The following is a DFT calculation (the ωB97M-V functional and the def2-TZVPD basis) of C19H26CoN6O3 as an isolated structure at a distorted geometry.

The energy above the lowest of the compared OMol25 structures with the same formula, charge and spin comes out at 55.5 kJ/mol. As for the net charge: +3. For the HOMO-LUMO gap (alpha / beta), the calculation gives 5.100 / 5.347 eV.

Geometry as XYZ:
```
55
Properties=species:S:1:pos:R:3:forces:R:3:mulliken_charge:R:1
Co -0.170741 0.114872 -0.415094 -0.1 -0.5 1.5 0.393
N -1.547656 3.669050 0.815271 0.1 -0.2 -0.1 -0.105
C -2.601941 3.501100 -0.050574 0.1 0.0 0.0 -0.619
C -2.361473 2.345482 -0.727875 0.0 -0.1 -0.1 -0.476
N -1.171048 1.814949 -0.291551 0.3 0.0 0.3 0.604
C -0.705400 2.634886 0.649798 0.0 0.0 0.0 0.013
C 0.521796 2.223447 1.323704 -0.4 0.6 0.1 0.309
N 1.029243 1.069988 0.935169 -0.4 -0.5 -0.6 0.500
C 2.137575 0.839359 1.712305 0.2 -0.2 0.1 -0.285
C 2.296290 1.886064 2.574700 0.0 -0.2 -0.2 -0.763
N 1.266259 2.753046 2.316521 -0.3 -0.1 -0.4 -0.110
H -1.456547 4.432692 1.467713 0.0 0.0 0.0 0.208
H -3.416061 4.202657 -0.104181 0.0 0.0 0.0 0.432
H -2.972878 1.866105 -1.472708 0.0 0.0 0.0 0.531
H 2.736059 -0.050669 1.618621 0.0 0.0 0.0 0.517
H 3.033255 2.081795 3.334266 0.0 0.0 0.0 0.426
H 1.106301 3.619572 2.807111 0.0 0.0 0.0 0.192
C -4.493224 -2.492670 4.187181 0.1 0.0 0.0 -0.811
O -3.383940 -3.376172 3.943237 -0.2 0.0 0.2 -0.400
C -2.491954 -3.067094 3.033401 0.6 -0.9 0.1 0.694
C -1.457119 -4.033694 2.852508 1.1 0.3 -1.1 -1.053
C -0.439280 -3.844282 1.896329 -1.4 -1.7 2.3 -0.897
C -0.392402 -2.727234 1.108645 0.2 1.8 -1.5 0.445
C 0.628100 -2.569268 0.066180 -1.4 -2.3 2.6 0.652
C 1.585594 -3.652370 -0.312225 0.0 -0.2 0.1 -1.490
O 0.748160 -1.530812 -0.582681 0.0 3.2 -1.6 -0.461
C -1.440480 -1.717652 1.316796 0.2 -3.5 2.3 0.648
O -1.488809 -0.670330 0.648332 0.8 4.0 -3.1 -0.491
C -2.475978 -1.918470 2.283159 0.9 0.5 -1.0 -0.700
H -5.094141 -2.987633 4.940528 0.0 0.0 0.0 0.256
H -5.074941 -2.360999 3.274439 0.0 0.0 0.0 0.355
H -4.133148 -1.536283 4.567069 0.0 0.0 0.0 0.343
H -1.485217 -4.923774 3.469760 0.0 0.1 -0.1 0.494
H 0.316334 -4.610336 1.801992 -0.1 0.0 0.1 0.366
H 1.460165 -4.580546 0.232582 0.0 0.0 0.0 0.429
H 2.603966 -3.289764 -0.163671 0.0 0.0 0.0 0.337
H 1.462281 -3.858297 -1.376101 0.0 0.0 0.0 0.340
H -3.229280 -1.152632 2.384934 0.0 0.1 -0.1 0.539
N 2.568909 1.885041 -4.176064 0.0 0.0 0.0 -0.084
C 1.073386 1.834047 -4.348152 0.0 0.0 0.0 -0.999
C 0.391057 1.745713 -2.990060 -0.1 0.1 0.0 -0.658
N 0.861887 0.602489 -2.186881 -0.2 -0.1 0.3 0.421
C 2.326406 0.675831 -2.022448 0.1 0.0 0.0 -0.490
C 3.065767 0.726638 -3.352581 0.0 0.0 0.0 -0.947
H 2.839759 2.767829 -3.734278 0.0 0.0 0.0 0.403
H 3.023641 1.880169 -5.093073 0.0 0.0 0.0 0.367
H 0.862834 0.959354 -4.963940 0.0 0.0 0.0 0.398
H 0.761291 2.723489 -4.892591 0.0 0.0 0.0 0.454
H -0.681554 1.662261 -3.155541 0.0 0.0 0.0 0.489
H 0.557636 2.655719 -2.410602 0.0 0.0 0.0 0.371
H 0.652371 -0.256648 -2.694277 0.0 -0.1 0.0 0.446
H 2.664572 -0.200415 -1.472283 0.0 0.0 0.0 0.239
H 2.551478 1.557370 -1.418637 0.0 0.0 0.0 0.408
H 2.894988 -0.170784 -3.947453 0.0 0.0 0.0 0.387
H 4.137853 0.847816 -3.206728 0.0 0.0 0.0 0.436
```
Forces are in eV/Å.

=====

# 3
The following is a DFT calculation (the ωB97M-V functional and the def2-TZVPD basis) of C3H7N as an isolated structure at a distorted geometry.

The energy above the lowest of the compared OMol25 structures with the same formula, charge and spin comes out at 281.1 kJ/mol. For the HOMO-LUMO gap, the calculation gives 10.372 eV.

Geometry as XYZ:
```
11
Properties=species:S:1:pos:R:3:forces:R:3:mulliken_charge:R:1
C -0.637882 0.159382 1.384433 -0.2 -1.4 0.0 -1.181
C -0.540275 -0.804266 0.212517 -0.1 1.5 -2.4 -0.175
C 0.121003 -0.375486 -0.910089 -1.4 -1.7 -1.0 -0.251
N 1.077618 0.829032 -0.949232 -2.1 -3.0 0.5 -0.620
H -1.284774 -0.153435 2.210078 0.3 -0.3 -0.2 0.305
H -1.054180 1.105020 1.053406 0.4 0.3 0.0 0.261
H 0.403442 0.196322 1.718137 -0.3 0.8 0.6 0.396
H 0.169743 -1.059342 -1.758542 0.0 0.2 0.0 0.318
H 1.087871 0.122351 -0.119942 2.8 3.3 1.0 0.318
H 0.374513 1.556975 -0.808052 0.6 0.3 0.8 0.279
H -1.065350 -1.731218 0.016583 -0.2 0.0 0.8 0.350
```
Forces are in eV/Å.

=====

# 4
The following is a DFT calculation (the ωB97M-V functional and the def2-TZVPD basis) of C18H13F2N6O3STi as an isolated structure at a distorted geometry.

As for the net charge: +1. For the HOMO-LUMO gap, the calculation gives 7.024 eV.

Geometry as XYZ:
```
44
Properties=species:S:1:pos:R:3:forces:R:3:mulliken_charge:R:1
Ti 6.546861 11.170255 6.193062 -0.4 0.3 0.0 -0.807
N 4.331629 8.235362 8.553154 -0.1 -0.6 0.0 -0.388
C 4.842814 9.391964 8.111929 -0.6 -0.1 1.0 0.717
S 4.413769 9.979049 6.481073 0.4 -0.2 0.1 -0.461
N 5.486576 10.132991 8.986567 -0.2 -0.1 -1.2 -1.638
N 5.798554 11.278483 8.300051 0.9 -0.3 -0.9 1.112
C 5.534416 12.399294 8.793657 0.8 1.1 -0.7 -0.575
C 5.840191 13.574012 7.938829 -0.6 -0.7 -1.1 0.978
C 5.569571 14.846379 8.393302 0.8 -0.6 -0.7 -0.901
C 5.850571 15.905859 7.586556 0.9 1.2 -0.9 -0.262
C 6.373762 15.683205 6.267099 -1.4 -0.3 2.1 -0.910
C 6.504662 14.394703 5.804436 -0.7 -0.7 2.9 -0.267
N 6.245942 13.331257 6.659015 -0.1 0.5 -0.3 0.518
H 3.791949 7.625321 7.971445 -0.1 0.1 -0.3 0.203
H 4.443390 7.920114 9.511041 0.2 0.5 -0.2 0.254
H 5.105474 12.459801 9.767666 -0.3 0.3 0.6 0.436
H 5.281151 14.943048 9.392702 -0.6 0.4 1.3 0.471
H 5.749393 16.919488 8.044451 0.0 -0.8 -0.9 0.370
H 6.538240 16.528845 5.666678 0.4 0.8 -0.9 0.494
H 6.812941 14.193124 4.820001 0.4 -0.5 -1.0 0.506
F 10.347065 13.643867 9.317027 0.4 2.1 0.9 -0.304
C 9.981371 12.607969 8.644543 0.5 -3.0 -0.5 0.094
C 8.842071 12.631462 7.870582 -0.3 0.0 0.2 -0.582
C 8.356466 11.482609 7.267218 0.5 -0.3 0.6 1.484
C 9.107888 10.307114 7.439665 -0.4 -0.4 -1.2 0.116
C 10.259539 10.307784 8.191981 1.3 -0.6 2.3 0.459
F 10.896138 9.126031 8.610212 -0.8 1.4 -1.0 -0.330
C 10.723554 11.432148 8.847123 -0.6 0.6 -0.2 -0.775
C 8.636625 9.114553 6.735196 1.8 -0.9 0.7 0.553
C 9.394991 7.924875 6.681805 -1.4 -0.8 -1.0 -1.162
C 8.791372 6.807467 6.022882 5.3 0.9 2.9 -0.420
C 7.551181 6.887701 5.613384 -3.3 -0.3 -2.1 -0.983
C 6.875058 8.056213 5.652698 -1.4 3.1 0.6 -0.109
N 7.439267 9.207988 6.164468 -1.3 -1.1 -0.3 0.584
H 8.291258 13.541676 7.909141 -0.2 0.6 -0.3 0.433
H 11.518721 11.415983 9.596362 -0.2 -0.1 -0.5 0.497
H 10.381727 7.862121 7.135821 -0.5 0.0 -0.3 0.563
H 9.391594 5.894805 5.998252 -0.4 0.2 -0.3 0.427
H 7.065904 6.106073 5.084042 -0.3 -0.9 0.0 0.442
H 5.793124 8.221942 5.393614 1.5 -0.6 -0.2 0.474
O 7.997498 11.709512 4.722146 1.8 -0.1 1.8 -0.477
N 7.250288 11.572543 3.742927 -1.9 0.8 -0.1 1.256
O 7.570280 11.709119 2.626932 0.0 -0.3 -0.8 -0.557
O 6.018470 11.386301 4.158272 -0.1 -0.5 0.0 -0.535
```
Forces are in eV/Å.